1.
DFT (ωB97M-V/def2-TZVPD) results for a single C30H48O3 molecule.

Computed properties:
energy above the lowest of the compared OMol25 structures with the same formula, charge and spin	0.0	kJ/mol
energy	-1397.714166	Eh
lowest unoccupied orbital energy	0.6	eV
SMILES	CCCCCCCCCCC(=O)O[C@H]1CC[C@H]2[C@@H]3CCC4=CC(=O)CC[C@]4(C)[C@H]3CC[C@]12C
multiplicity	1
molar mass	456.711	u

Each line ends with the Mulliken charge.
Positions of all 81 atoms, in Å:
C1 2.5384 5.3401 -1.7390  -1.190
C2 3.8623 4.7344 -1.2883  -0.355
C3 4.0788 4.8145 0.2237  -0.767
C4 3.0388 4.0717 1.0655  -1.169
C5 2.9136 2.5771 0.7679  -0.066
C6 4.1893 1.7885 1.0564  -1.075
C7 3.9794 0.2914 0.8424  0.497
C8 5.2299 -0.5229 1.1576  -1.064
C9 5.0302 -2.0290 0.9860  -0.602
C10 4.8622 -2.4602 -0.4752  -0.773
C11 3.4823 -2.2249 -1.0499  0.545
O1 3.2653 -1.6289 -2.0743  -0.618
O2 2.5411 -2.8183 -0.3130  -0.289
C12 1.1977 -2.7859 -0.7875  -0.723
H1 1.2230 -2.4660 -1.8358  0.622
C13 0.5529 -4.1803 -0.6490  -0.902
H2 0.6204 -4.7271 -1.5882  0.360
H3 1.0981 -4.7470 0.1050  0.358
C14 -0.9121 -3.9405 -0.2363  -1.313
H4 -1.5991 -4.5036 -0.8656  0.560
H5 -1.0858 -4.2364 0.7982  0.353
C15 -1.0924 -2.4304 -0.4043  -0.899
C16 -2.2612 -1.7414 0.2927  0.510
C17 -3.5907 -2.3601 -0.1271  -1.229
C18 -4.7464 -1.6255 0.5453  -1.426
C19 -4.7166 -0.1627 0.2323  0.331
C20 -5.8179 0.4544 -0.2117  -0.782
C21 -5.9437 1.8948 -0.4187  0.135
O3 -6.9404 2.4070 -0.8831  -0.624
C22 -4.7542 2.6972 0.0541  -0.896
C23 -3.4550 1.9417 -0.1917  -1.284
H6 -2.6222 2.5529 0.1583  0.446
H7 -3.3387 1.8019 -1.2694  0.529
C24 -3.4159 0.5631 0.4947  2.243
C25 -3.2861 0.7443 2.0175  -2.076
H8 -4.2272 1.0966 2.4340  0.516
H9 -3.0368 -0.1934 2.5055  0.451
H10 -2.5159 1.4738 2.2532  0.376
C26 -2.2321 -0.2529 -0.1017  0.053
C27 -0.8694 0.3775 0.2216  -1.368
H11 -0.7291 0.4189 1.3008  0.155
H12 -0.8421 1.4005 -0.1541  0.542
C28 0.3004 -0.3849 -0.4064  -0.721
C29 0.2677 -1.8516 0.0126  2.115
C30 0.5826 -2.0031 1.5020  -1.700
H13 0.5884 -3.0471 1.7973  0.466
H14 1.5714 -1.5963 1.7001  0.020
H15 -0.1322 -1.4725 2.1222  0.461
H16 1.2382 0.0828 -0.1055  -0.477
H17 0.2344 -0.3204 -1.4950  0.526
H18 -2.3574 -0.2216 -1.1919  0.562
H19 -4.7442 3.6623 -0.4554  0.420
H20 -4.8910 2.8898 1.1214  0.360
H21 -6.7176 -0.1145 -0.4067  0.421
H22 -5.7005 -2.0540 0.2346  0.529
H23 -4.6626 -1.7519 1.6288  0.402
H24 -3.6187 -3.4148 0.1501  0.472
H25 -3.6999 -2.2929 -1.2118  0.357
H26 -2.1543 -1.8511 1.3747  0.501
H27 -1.2000 -2.2379 -1.4793  0.582
H28 5.5831 -1.9444 -1.1107  0.285
H29 5.0421 -3.5356 -0.5482  0.377
H30 5.9074 -2.5395 1.3897  0.391
H31 4.1609 -2.3578 1.5579  0.300
H32 6.0487 -0.1932 0.5139  0.318
H33 5.5262 -0.3282 2.1919  0.388
H34 3.1642 -0.0482 1.4871  -0.020
H35 3.6858 0.1210 -0.1943  0.193
H36 4.5004 1.9688 2.0888  0.314
H37 4.9920 2.1300 0.4014  0.392
H38 2.1060 2.1751 1.3869  0.317
H39 2.6265 2.4292 -0.2745  0.235
H40 2.0625 4.5381 0.9197  0.387
H41 3.3030 4.1975 2.1190  0.393
H42 5.0725 4.4262 0.4556  0.305
H43 4.0652 5.8661 0.5226  0.463
H44 3.9173 3.6954 -1.6166  0.252
H45 4.6797 5.2718 -1.7758  0.389
H46 1.6967 4.7647 -1.3623  0.245
H47 2.4455 6.3632 -1.3801  0.293
H48 2.4797 5.3516 -2.8251  0.394

=====

2.
DFT (ωB97M-V/def2-TZVPD) results for a single C4H6N2 molecule in a non-equilibrium geometry.

Computed properties:
energy above the lowest of the compared OMol25 structures with the same formula, charge and spin	149.0	kJ/mol
energy	-265.478828	Eh
lowest unoccupied orbital energy	0.9	eV
SMILES	N#CC[C@H]1CN1
multiplicity	1
molar mass	82.106	u

Each line ends with the Mulliken charge.
Positions of all 12 atoms, in Å:
N1 2.1462 -2.2095 -1.0777  -0.390
C1 1.4415 -1.6244 -0.3717  0.232
C2 0.5966 -0.8414 0.5344  -0.435
C3 0.1480 0.4760 -0.0664  -0.037
C4 -1.2554 0.6632 -0.4940  -0.447
N2 -0.7818 1.2122 0.7750  -0.534
H1 -0.2871 -1.4347 0.7993  0.259
H2 1.1557 -0.6663 1.4600  0.243
H3 0.9177 1.0342 -0.5990  0.390
H4 -1.9567 -0.1627 -0.3920  0.210
H5 -1.4632 1.3363 -1.3223  0.264
H6 -0.6201 2.2123 0.7049  0.245